No. 1
75
Properties=species:S:1:pos:R:3:forces:R:3:lowdin_spin:R:1 method="wB97M-V/def2-TZVPD" homo_ev="-7.727 / -8.022" charge=0 de_lowest_kj_mol=33.1 multiplicity=5 orbital_gap_ha="0.272 / 0.304"
Mn 0.553539 -0.700167 0.911649 -0.18 -0.11 0.09 4.059
O 1.425521 -2.822422 3.736514 0.08 0.12 -0.02 0.002
S 0.325372 -2.667089 2.793688 -0.30 -0.12 0.08 0.008
O -0.770773 -3.585122 2.977966 0.00 0.05 -0.02 0.003
O -0.147620 -1.211340 2.849117 -0.08 0.16 -0.05 0.051
O 0.837895 -2.699863 1.363146 0.21 -0.01 -0.12 0.044
C -3.820895 2.434620 -2.122313 -0.01 -0.02 0.02 -0.002
C -2.453488 2.669918 -2.205605 0.02 0.00 0.00 0.000
C -1.551073 1.648089 -1.954601 0.01 0.01 0.00 -0.001
C -2.012638 0.372865 -1.631987 -0.14 -0.07 0.03 -0.002
C -3.382761 0.140415 -1.546952 0.03 0.00 -0.04 -0.001
C -4.283627 1.168975 -1.791369 0.00 0.03 -0.01 0.000
P -0.815984 -0.912986 -1.178439 0.07 0.01 0.05 -0.014
C -1.698100 -2.490407 -1.312653 -0.04 -0.01 -0.03 -0.002
C -2.050173 -3.122895 -0.123007 0.00 0.02 0.00 0.001
C -2.720965 -4.338038 -0.150139 0.00 0.01 -0.01 0.000
C -3.043892 -4.920328 -1.365031 -0.01 -0.01 0.00 0.000
C -2.698037 -4.292301 -2.557162 -0.01 0.00 0.01 0.000
C -2.025902 -3.082394 -2.532597 0.02 0.04 0.01 0.000
C 0.449025 -0.869597 -2.467683 0.00 0.01 0.05 -0.003
C 0.250918 -0.736576 -3.814360 0.02 -0.01 -0.04 0.005
C 1.350138 -0.816728 -4.697141 0.00 0.00 0.02 -0.004
C 2.607506 -1.044269 -4.211530 -0.01 0.00 0.01 0.002
C 2.847033 -1.167013 -2.820080 0.03 0.01 -0.05 -0.008
C 4.137520 -1.401435 -2.287915 0.00 -0.01 0.02 0.023
C 4.310476 -1.513162 -0.937970 -0.01 0.01 -0.01 -0.011
C 3.217145 -1.354364 -0.052824 -0.01 -0.01 -0.03 -0.004
C 1.963725 -1.084649 -0.528856 0.11 -0.01 0.03 -0.218
C 1.753104 -1.041160 -1.932350 -0.10 0.06 0.00 -0.017
H -4.521852 3.235803 -2.320257 0.00 -0.01 0.00 0.000
H -2.089561 3.656374 -2.465772 0.01 -0.01 0.00 0.000
H -0.485637 1.838232 -1.992438 0.01 0.01 0.01 0.000
H -3.747169 -0.847837 -1.294418 0.00 0.00 0.01 0.000
H -5.347634 0.977045 -1.731843 0.00 0.00 0.00 0.000
H -1.785881 -2.693757 0.834529 0.04 -0.01 0.03 0.001
H -2.959590 -4.827519 0.784620 -0.01 0.00 0.00 0.000
H -3.557551 -5.873200 -1.388300 0.00 0.00 0.00 0.000
H -2.945759 -4.752667 -3.505117 0.00 0.00 0.00 0.000
H -1.744998 -2.602818 -3.462156 0.00 -0.02 0.00 0.000
H -0.744605 -0.569356 -4.208935 0.00 0.01 0.00 0.000
H 1.189264 -0.713535 -5.762532 0.00 0.00 0.00 0.000
H 3.448168 -1.127721 -4.890947 0.00 0.00 0.00 0.000
H 4.975402 -1.509854 -2.966511 0.00 0.00 0.00 0.001
H 5.292279 -1.725660 -0.532393 -0.01 0.00 0.00 -0.002
H 3.388116 -1.472531 1.011252 0.00 0.00 0.01 -0.002
C -1.851542 3.336375 1.731082 -0.03 -0.02 0.05 0.001
P -1.817662 1.608494 2.234037 0.00 -0.17 -0.06 0.007
C -3.528763 1.087625 2.406837 0.04 0.03 0.04 0.001
C -1.090780 1.540650 3.872901 -0.02 0.01 -0.01 0.000
O -1.105235 0.777646 1.213949 0.16 0.06 -0.02 0.040
H -2.387710 3.954253 2.452518 0.01 0.01 -0.01 0.000
H -2.336930 3.396493 0.756720 -0.01 0.01 -0.02 0.000
H -0.825514 3.691686 1.629866 0.00 0.00 0.00 0.000
H -4.065377 1.702552 3.130086 -0.02 -0.01 -0.01 0.000
H -3.533044 0.046872 2.733172 0.00 0.00 0.00 0.000
H -4.011075 1.155608 1.430766 0.00 0.00 0.00 0.000
H -1.684883 2.110079 4.588989 0.00 -0.01 0.00 0.000
H -0.077435 1.942002 3.838884 0.01 0.01 -0.02 0.000
H -1.030594 0.489968 4.158941 0.01 0.00 0.02 0.000
C 3.275789 3.665649 -0.160160 -0.02 -0.02 0.00 0.000
N 3.068779 2.712395 0.923111 0.00 0.08 0.03 0.000
C 3.870020 2.689248 2.014764 0.01 -0.03 0.05 0.001
C 3.714082 1.774859 2.989601 0.03 0.04 -0.02 0.000
C 2.689484 0.786293 2.814825 -0.02 -0.10 0.15 0.004
N 1.910957 0.800377 1.730399 0.04 0.10 -0.06 0.014
C 2.051342 1.767523 0.767680 0.04 -0.10 -0.05 0.004
O 1.339195 1.807181 -0.221516 0.01 0.00 -0.01 0.014
N 2.511537 -0.148749 3.739473 0.01 0.02 -0.27 0.002
H 3.897604 4.480567 0.202826 0.01 -0.01 0.01 0.000
H 2.314603 4.050330 -0.487892 0.00 0.02 0.00 0.000
H 3.759120 3.181075 -1.008155 -0.02 -0.01 -0.01 0.000
H 4.637263 3.450729 2.055268 -0.01 0.00 0.00 0.000
H 4.348416 1.770566 3.861929 0.00 0.00 0.00 0.000
H 3.188616 -0.257386 4.473599 -0.01 0.06 0.01 0.000
H 1.853761 -0.922537 3.607199 0.02 -0.08 0.15 0.000

=====

No. 2
70
Properties=species:S:1:pos:R:3:forces:R:3:lowdin_spin:R:1 method="wB97M-V/def2-TZVPD" homo_ev="-13.032 / -13.205" charge=+2 multiplicity=2 orbital_gap_ha="0.180 / 0.204"
Re -0.756282 -0.060669 -0.061092 1.21 1.77 1.21 0.887
Cl 3.175727 4.086624 -5.364546 0.00 0.01 0.02 -0.001
C 2.203835 3.220817 -4.261189 0.02 0.05 -0.07 -0.001
C 2.727541 2.772075 -3.056296 0.11 -0.05 0.17 0.000
Cl 4.352506 3.122160 -2.652801 0.03 0.01 -0.02 0.000
C 1.932857 2.043255 -2.173031 0.15 -0.03 0.23 0.002
Cl 2.641352 1.594342 -0.648220 -0.08 -0.16 -0.13 -0.001
C 0.602100 1.719971 -2.462337 -0.33 -0.34 0.80 0.005
O -0.184630 0.973380 -1.660356 0.11 -0.07 -0.92 0.087
C 0.087951 2.227717 -3.660402 -0.28 -0.02 -0.17 0.001
Cl -1.579361 1.956868 -4.034752 0.16 0.14 0.00 0.001
C 0.866937 2.961008 -4.549247 -0.17 -0.02 -0.07 0.000
Cl 0.184473 3.544740 -6.002181 -0.02 0.00 -0.03 0.000
O 1.240203 -1.088342 -0.173080 -0.22 0.03 0.25 0.022
C 1.755030 -2.200562 0.611140 0.02 0.01 -0.12 0.001
C 2.099521 -1.812316 2.029624 -0.01 0.07 0.07 0.001
C 0.977264 -1.029962 2.728839 0.02 -0.05 -0.08 0.002
C -0.350066 -1.709836 2.596855 -0.13 0.01 -0.09 0.004
C -0.707344 -2.658823 3.548201 0.00 0.00 0.09 -0.001
C -1.898837 -3.347302 3.456365 0.00 -0.04 0.06 0.004
C -2.738272 -3.077961 2.382069 -0.09 -0.07 0.04 0.000
C -2.338837 -2.144815 1.464659 0.17 0.12 0.10 0.010
N -1.175340 -1.444990 1.544214 -0.03 -0.26 -0.11 0.011
H 1.917826 -0.398442 -0.309519 0.09 0.01 -0.03 0.001
H 2.626483 -2.599216 0.096924 0.02 0.00 -0.09 0.000
H 0.976064 -2.961451 0.584027 -0.07 0.02 -0.03 0.000
H 3.009208 -1.208463 2.050663 0.00 -0.02 0.00 0.000
H 2.319859 -2.737173 2.569455 0.02 0.03 0.01 0.000
H 0.926217 -0.026859 2.318902 -0.02 0.11 -0.01 0.001
H 1.213080 -0.929989 3.787143 0.01 -0.02 0.02 0.000
H -0.025410 -2.842536 4.369445 -0.04 0.01 -0.03 0.000
H -2.172289 -4.081463 4.203859 0.02 0.02 -0.02 0.000
H -3.685039 -3.588209 2.253076 0.08 0.03 0.02 0.000
H -2.961188 -1.922261 0.616011 -0.01 0.03 -0.06 0.001
C -1.926729 -3.385915 -1.502964 0.05 0.02 0.13 -0.001
P -1.393924 -1.675325 -1.812140 -0.01 0.14 -0.46 0.002
C -0.111962 -1.866224 -3.078481 -0.04 -0.04 0.02 0.000
C -2.801345 -0.896167 -2.675656 -0.10 -0.01 0.12 0.002
C -3.783329 -0.190760 -1.733115 0.12 -0.02 0.01 0.000
P -3.011199 0.746722 -0.338071 -0.13 0.08 -0.10 0.022
C -3.087748 2.511970 -0.730528 -0.05 -0.04 -0.04 0.000
C -4.268029 0.595624 0.968325 0.06 0.04 0.04 0.010
H -2.072071 -3.861831 -2.472892 0.00 -0.05 0.00 0.000
H -2.864784 -3.427624 -0.952572 0.00 -0.02 -0.03 0.000
H -1.167033 -3.940087 -0.950413 -0.02 0.00 0.00 0.000
H -0.549734 -2.267571 -3.993883 0.02 -0.01 0.01 0.000
H 0.656145 -2.553439 -2.722164 -0.01 0.01 -0.01 0.000
H 0.346184 -0.901548 -3.288539 -0.02 0.00 -0.02 0.000
H -3.315289 -1.655936 -3.266355 -0.03 -0.01 -0.04 0.000
H -2.359537 -0.184956 -3.368175 -0.01 -0.03 0.02 0.000
H -4.460576 -0.912605 -1.268390 0.01 -0.03 0.00 0.000
H -4.411657 0.503057 -2.294195 -0.06 -0.01 0.00 0.000
H -4.070946 2.762591 -1.132493 0.01 0.00 0.02 0.000
H -2.320198 2.773384 -1.452338 0.04 0.01 -0.06 -0.001
H -2.925346 3.073059 0.190628 0.03 0.00 0.00 0.000
H -5.234237 0.801494 0.502918 -0.01 0.01 0.03 0.001
H -4.090339 1.332009 1.752534 0.01 -0.05 -0.08 0.000
H -4.298150 -0.397032 1.412318 -0.03 0.03 0.00 0.000
S -0.115771 1.935812 1.065204 -0.35 -1.41 -0.71 -0.037
C -1.094110 2.457427 2.403922 -0.41 0.14 0.36 -0.010
C -1.912945 1.605638 3.164536 0.25 0.20 -0.16 -0.007
C -2.638781 2.113368 4.226310 0.00 0.10 0.05 0.000
C -2.561508 3.468974 4.538599 -0.04 -0.03 0.01 -0.011
C -1.744687 4.317048 3.799565 0.01 0.00 0.03 0.000
C -1.003686 3.818052 2.742085 -0.02 -0.19 -0.08 -0.007
H -1.963500 0.554003 2.921501 0.00 -0.06 -0.01 0.001
H -3.261649 1.458020 4.823290 0.02 0.02 -0.04 0.000
H -3.137332 3.861213 5.367993 0.05 -0.01 -0.03 -0.001
H -1.677389 5.367396 4.055254 -0.01 -0.06 -0.01 0.000
H -0.349446 4.466937 2.169459 -0.06 -0.03 0.04 0.000

=====

No. 3
109
Properties=species:S:1:pos:R:3:forces:R:3:mulliken_charge:R:1 method="wB97M-V/def2-TZVPD" homo_ev=-8.063 charge=0 multiplicity=1 orbital_gap_ha=0.308
C 4.004455 -3.913295 2.508893 -0.12 0.36 -0.34 -1.545
C 4.315970 -2.419604 2.282620 -0.24 -1.22 0.83 0.167
C 4.455571 -1.714096 3.613831 -0.36 0.12 -0.38 -0.593
F 5.624717 -2.126938 4.245244 0.44 -0.05 0.08 -0.486
C 4.321637 -0.193822 3.647170 0.21 -0.52 -0.08 -0.070
C 2.883667 0.185758 3.397491 0.23 0.34 0.73 -1.610
C 2.648516 1.672902 3.719585 -0.32 -0.46 -1.39 -0.340
C 1.517928 2.178431 2.803675 0.20 -0.81 0.48 -0.212
C 0.213584 1.550560 3.289221 -0.29 0.37 -0.01 -1.687
C -1.045571 2.312154 2.898855 -0.16 0.17 0.10 0.876
C -0.981021 3.785233 3.282623 0.30 -0.31 -0.49 -2.077
C -1.414856 2.086331 1.443477 -0.15 0.05 0.37 -0.477
C -2.806348 2.586523 1.064221 -0.89 0.07 0.06 -0.452
C -3.838582 1.803438 1.820658 -0.50 -0.46 -0.27 -0.839
C -4.414041 0.668613 1.360307 0.43 0.84 -0.10 0.701
C -4.586646 -0.549799 2.218073 -1.19 0.43 0.01 -1.370
C -4.910051 0.558856 -0.056882 1.31 -0.39 0.18 -0.845
S 4.078418 2.781277 3.576338 -0.29 1.44 0.89 1.320
O 3.866837 3.635206 2.444034 0.19 -0.53 -0.63 -0.646
O 4.190565 3.465012 4.827754 0.28 -0.35 0.25 -0.812
O 5.422890 1.933421 3.413064 -0.82 -0.21 0.29 -0.579
C 5.265523 0.619760 2.769782 -0.35 -0.21 -0.41 1.478
C 6.675772 0.070733 2.719406 0.64 1.33 0.08 -1.948
O 6.786585 -0.745518 1.579868 -0.19 -0.48 0.05 -0.199
O 8.153493 -1.091167 1.423355 0.30 0.14 -0.05 -0.450
B 4.838982 0.906753 1.239247 -0.18 0.41 -0.58 0.570
O 5.374745 2.043729 0.698897 -0.05 0.05 0.05 -0.516
O 3.968765 0.139251 0.504146 0.59 -0.56 0.42 -0.218
C 4.457834 -0.235522 -0.788072 -0.36 0.16 -0.49 -1.057
H 3.413204 -4.071741 3.401328 -0.07 -0.07 0.34 0.356
H 4.899155 -4.516272 2.550085 0.24 -0.17 0.19 0.359
H 3.403543 -4.270708 1.683795 -0.07 -0.25 -0.29 0.417
H 5.225914 -2.382574 1.707787 0.09 0.57 -0.37 0.061
H 3.464777 -2.004281 1.767709 0.00 0.44 -0.39 0.178
H 3.653081 -2.092546 4.238453 -0.25 -0.01 0.31 0.664
H 4.520956 0.097319 4.675622 0.36 -0.03 0.30 0.619
H 2.279813 -0.378248 4.094483 -0.39 -0.23 0.11 0.689
H 2.564544 -0.074103 2.398469 -0.02 0.10 -0.32 0.517
H 2.299884 1.757592 4.733379 0.41 0.28 0.60 0.880
H 1.483798 3.252731 2.757480 -0.06 0.31 0.04 0.960
H 1.741184 1.766979 1.829119 0.04 0.36 -0.56 -0.468
H 0.217233 1.464709 4.372220 0.11 0.08 0.34 0.732
H 0.113237 0.538763 2.915206 0.10 -0.36 -0.10 0.260
H -1.858166 1.892287 3.481564 -0.18 -0.32 0.22 0.518
H -0.537008 3.916289 4.260085 -0.07 0.08 0.39 0.476
H -1.964172 4.227521 3.243446 -0.28 0.25 0.16 0.487
H -0.351481 4.315548 2.578734 0.12 0.32 -0.20 0.350
H -0.689715 2.513355 0.756987 0.22 0.14 0.40 -0.101
H -1.430284 1.010259 1.285622 0.15 -0.29 -0.22 0.399
H -2.943520 2.374861 0.012684 0.00 0.42 -0.39 -0.055
H -2.911013 3.644258 1.274034 0.10 0.38 -0.29 0.574
H -4.109861 2.146484 2.809662 0.88 -0.54 0.78 0.467
H -5.001533 -1.345059 1.613599 -0.15 -0.33 -0.01 0.404
H -5.274502 -0.380074 3.041913 -0.02 -0.06 0.37 0.338
H -3.630826 -0.875258 2.596522 0.26 -0.07 0.23 0.286
H -5.947576 0.864481 -0.047837 -0.39 -0.20 -0.09 0.276
H -4.382230 1.226209 -0.722966 0.04 0.19 -0.29 0.368
H -4.782125 -0.459444 -0.405818 -0.30 -0.16 -0.40 -0.029
H 6.981150 -0.412516 3.640995 -0.09 -0.47 0.12 0.751
H 7.323231 0.933940 2.589956 0.21 0.20 -0.11 0.462
H 8.385771 -1.496890 2.275102 -0.12 -0.17 -0.08 0.348
H 4.677802 2.642268 0.383353 0.43 -0.16 -0.14 0.317
H 5.527166 -0.133016 -0.900788 0.35 0.17 0.29 0.353
H 3.992750 0.361993 -1.560430 -0.23 0.26 -0.16 0.295
H 4.220550 -1.269875 -0.990143 -0.24 -0.34 0.23 0.374
C -2.869492 -2.374104 -2.075203 0.08 0.04 0.00 -1.258
C -3.087681 -3.772530 -2.630223 0.07 0.13 -0.06 -0.480
N -4.450043 -4.239287 -2.465677 -0.06 -0.10 0.02 0.132
C -4.608884 -5.656260 -2.738067 0.04 -0.22 0.06 -0.710
C -4.348876 -6.157839 -4.164999 -0.09 -0.05 0.02 -0.981
C -5.477822 -3.367693 -3.006601 -0.11 0.24 -0.02 -0.284
C -5.422038 -3.021616 -4.501803 -0.11 0.00 0.02 -1.051
H -3.172259 -2.319607 -1.028125 -0.05 -0.01 -0.01 0.288
H -1.811240 -2.114950 -2.135826 0.01 0.01 -0.01 0.466
H -3.421352 -1.619450 -2.636666 -0.01 0.03 0.01 0.237
H -2.432441 -4.461492 -2.090857 -0.05 -0.09 -0.03 0.455
H -2.757048 -3.789012 -3.681774 0.03 0.00 0.02 0.260
H -5.616221 -5.953148 -2.434774 -0.04 0.08 -0.02 0.365
H -3.935103 -6.192087 -2.062081 0.06 0.06 0.00 0.419
H -5.160294 -5.899233 -4.843486 0.03 0.07 -0.03 0.223
H -4.273327 -7.246641 -4.160588 0.01 -0.01 0.02 0.401
H -3.417082 -5.768404 -4.575348 0.01 0.02 0.01 0.279
H -5.455225 -2.431913 -2.442129 0.06 -0.01 0.01 -0.095
H -6.450852 -3.806212 -2.773878 0.03 -0.12 -0.01 0.407
H -4.412265 -2.770031 -4.828257 0.02 -0.01 0.02 0.228
H -6.052457 -2.152468 -4.698881 0.00 0.01 0.01 0.421
H -5.792818 -3.832028 -5.126982 0.09 -0.04 -0.02 0.289
C -1.136988 3.989411 -4.976508 0.03 0.02 -0.02 -1.424
C -0.385475 3.663761 -3.694820 0.03 0.02 -0.18 -0.319
N -1.065446 2.684650 -2.868499 0.03 0.03 0.08 0.366
C -0.506194 2.573570 -1.534167 -0.03 -0.08 -0.09 -0.769
C 0.933530 2.060086 -1.389312 0.01 -0.01 0.12 -0.498
C -1.395946 1.434936 -3.525995 -0.12 -0.15 -0.20 -0.364
C -0.253970 0.612289 -4.142466 -0.08 -0.08 0.05 -1.217
H -2.155663 4.311596 -4.758455 -0.02 -0.04 0.02 0.327
H -0.629330 4.798237 -5.502495 0.01 0.01 -0.01 0.449
H -1.180033 3.138050 -5.656390 -0.01 0.00 0.00 0.296
H -0.293788 4.582971 -3.110735 0.03 -0.04 0.09 0.440
H 0.640791 3.357754 -3.956146 0.00 0.03 0.00 0.260
H -1.169725 1.947286 -0.930359 0.11 -0.02 -0.47 -0.278
H -0.559353 3.568744 -1.080995 -0.01 0.05 -0.07 0.546
H 1.009556 0.983620 -1.538179 -0.01 -0.01 -0.08 0.134
H 1.292131 2.265008 -0.377338 0.02 0.01 -0.02 0.150
H 1.614728 2.556780 -2.080869 0.00 0.01 -0.02 0.439
H -2.119524 1.652408 -4.315195 0.03 0.06 -0.01 0.432
H -1.943424 0.814118 -2.813319 0.04 0.00 0.12 0.047
H 0.443780 1.234306 -4.704156 0.00 0.03 0.00 0.325
H -0.666541 -0.121334 -4.837882 -0.02 0.00 0.00 0.412
H 0.307636 0.058330 -3.391787 0.07 0.06 0.02 0.264